Record 1
{
  "formula": "CH6S4",
  "method": "the ωB97M-V functional and the def2-TZVPD basis",
  "species": ["C", "S", "S", "H", "H", "H", "H", "S", "S", "H", "H"],
  "coordinates": [[-1.517767, -0.151128, 0.241415], [-2.775260, 0.679454, -0.725991], [-2.010122, 2.633993, -0.613367], [-1.722486, -1.215906, 0.208029], [-1.557031, 0.183632, 1.272275], [-0.502522, 0.003611, -0.131996], [-3.209873, 3.122877, -0.866221], [2.894191, -0.382774, 0.279221], [3.671736, -2.288089, -0.067151], [3.761481, 0.237630, -0.533552], [2.967652, -2.823295, 0.937342]],
  "forces_ev_per_angstrom": [[0.400, 0.106, 0.314], [0.151, 0.039, -0.266], [0.259, -0.512, 0.007], [-0.157, -0.123, -0.069], [-0.027, 0.007, 0.180], [-0.176, 0.053, -0.177], [-0.426, 0.424, 0.006], [-0.147, 0.250, -0.006], [0.032, -0.154, -0.105], [0.031, -0.078, 0.063], [0.059, -0.012, 0.053]],
  "gap_ha": 0.309,
  "max_force_ev_per_a": 0.601,
  "de_lowest_kj_mol": 56.0,
  "smiles": "CSS.SS"
}


Record 2
{
  "formula": "C49H29IrN12",
  "method": "the ωB97M-V functional and the def2-TZVPD basis",
  "species": ["Ir", "C", "C", "C", "C", "C", "N", "C", "N", "C", "C", "C", "C", "C", "C", "C", "C", "N", "C", "N", "C", "N", "C", "N", "C", "N", "C", "C", "C", "C", "C", "C", "C", "C", "C", "C", "C", "C", "N", "C", "C", "H", "H", "H", "H", "H", "H", "H", "H", "H", "H", "H", "H", "H", "H", "H", "H", "C", "C", "C", "C", "C", "C", "N", "C", "C", "C", "C", "C", "C", "N", "N", "C", "C", "C", "C", "C", "N", "H", "H", "H", "H", "H", "H", "H", "H", "H", "H", "H", "H", "H"],
  "coordinates": [[0.652593, 0.248529, -0.161449], [4.286793, -2.409971, 4.617251], [5.218393, -2.606671, 3.602551], [4.927693, -2.319871, 2.274051], [3.683693, -1.783271, 1.988551], [3.055393, -1.305071, 0.763751], [1.832193, -0.772471, 1.093651], [1.581493, -0.978971, 2.417451], [0.459593, -0.744771, 3.045351], [-0.517507, 0.009629, 2.581351], [-1.785407, 0.231429, 3.215351], [-2.412807, -0.380071, 4.289051], [-3.661107, 0.084929, 4.658751], [-4.261207, 1.156629, 3.993851], [-3.643507, 1.790329, 2.931051], [-2.396807, 1.317729, 2.528951], [-1.469607, 1.697929, 1.511951], [-2.017007, 3.329729, -0.287649], [-2.199407, 2.490929, -1.221049], [-0.672907, 0.831329, -1.595849], [-0.390207, 1.305729, -2.817449], [0.657593, 0.872329, -3.482249], [1.586693, 0.074129, -2.985749], [1.879693, -0.147371, -1.664049], [2.925593, -1.036471, -1.566349], [3.506793, -1.460671, -0.451649], [3.285293, -1.454471, -2.899849], [4.156893, -2.419971, -3.389449], [4.173493, -2.653671, -4.753949], [3.370593, -1.923071, -5.631449], [2.510393, -0.945271, -5.165949], [2.453593, -0.736171, -3.793949], [-1.324307, 2.243729, -3.445849], [-1.279107, 2.568829, -4.798449], [-2.118807, 3.548629, -5.302349], [-2.994107, 4.227829, -4.464549], [-3.071707, 3.903729, -3.119349], [-2.261507, 2.899329, -2.619149], [-0.403007, 0.867029, 1.521351], [2.746293, -1.580471, 3.024651], [3.025993, -1.904871, 4.339951], [4.544993, -2.646971, 5.638051], [6.198593, -2.981571, 3.855551], [5.648293, -2.498071, 1.490251], [-1.942907, -1.205871, 4.797151], [-4.187307, -0.397271, 5.467851], [-5.234607, 1.488229, 4.322051], [-4.116007, 2.615429, 2.419351], [4.789993, -2.973071, -2.715149], [4.827693, -3.413571, -5.153949], [3.418793, -2.137871, -6.686649], [1.891893, -0.367171, -5.834549], [-0.574107, 2.055029, -5.431649], [-2.092607, 3.793229, -6.355249], [-3.619207, 5.011429, -4.863449], [-3.756907, 4.408829, -2.456149], [2.291393, -1.751771, 5.114151], [0.535193, -4.639771, 1.988451], [1.097293, -4.275471, 0.772451], [0.552093, -3.249571, 0.030651], [-0.585407, -2.567271, 0.490351], [-1.167907, -2.973071, 1.704451], [-0.601307, -3.987771, 2.442251], [-1.030607, -1.447371, -0.169049], [-2.330707, -1.179571, -0.331149], [-3.331307, -2.174071, -0.156549], [-4.664007, -1.868371, -0.197749], [-5.081607, -0.555171, -0.425849], [-4.150607, 0.428229, -0.675049], [-2.784307, 0.133529, -0.692949], [-1.901007, 1.112329, -1.065149], [-1.395807, 2.939829, 0.891151], [-0.077507, 3.498029, 0.783551], [0.123293, 4.786129, 1.256051], [1.374293, 5.355729, 1.084951], [2.372193, 4.617129, 0.467651], [2.077393, 3.332329, 0.045351], [0.873793, 2.788229, 0.181851], [0.984693, -5.418471, 2.582051], [1.973593, -4.787671, 0.405751], [0.985593, -2.972971, -0.919649], [-2.032907, -2.443071, 2.077451], [-1.048507, -4.259771, 3.385551], [-3.008007, -3.191071, 0.006651], [-5.397507, -2.647971, -0.059349], [-6.133507, -0.323571, -0.447949], [-4.470507, 1.433329, -0.908849], [-0.684907, 5.310129, 1.740451], [1.564493, 6.358729, 1.433051], [3.356793, 5.028029, 0.311351], [2.822493, 2.704629, -0.420849]],
  "forces_ev_per_angstrom": [[0.540, 0.199, 0.048], [-0.004, -0.013, 0.008], [0.048, -0.033, 0.002], [-0.186, 0.101, -0.208], [-0.116, -0.126, 0.952], [0.149, -0.099, -1.261], [-0.172, 0.628, -0.051], [-1.005, 0.241, 0.155], [0.809, -0.689, 0.556], [-0.088, 0.759, -0.397], [-0.470, 0.403, -0.278], [-0.023, 0.006, -0.067], [0.079, -0.144, 0.025], [-0.060, 0.100, -0.093], [0.086, 0.023, 0.002], [0.014, -0.534, 0.329], [0.011, -0.172, 0.195], [-0.473, 0.581, -0.951], [0.124, -0.302, 0.814], [0.669, -0.153, -0.115], [-0.145, -0.880, 0.350], [0.168, 0.463, -0.399], [-0.162, 0.022, -0.099], [0.106, -0.378, -0.090], [-0.249, 0.114, -0.464], [0.527, -0.332, 1.093], [-0.332, 0.295, -0.499], [0.080, 0.030, 0.043], [0.136, -0.005, 0.248], [-0.147, 0.166, 0.001], [0.039, -0.035, 0.043], [0.484, -0.368, 0.445], [-0.574, 0.383, -0.017], [0.054, -0.030, 0.176], [-0.019, 0.001, -0.006], [0.032, -0.055, -0.001], [0.052, -0.135, 0.011], [-0.064, 0.142, -0.594], [-0.374, -0.578, 0.297], [0.908, -0.297, -0.256], [-0.102, 0.082, -0.268], [0.081, -0.044, 0.060], [0.060, -0.092, 0.017], [0.077, 0.033, -0.046], [0.084, -0.110, 0.126], [-0.050, 0.005, 0.108], [-0.085, 0.060, -0.008], [-0.053, 0.094, -0.013], [0.093, -0.118, 0.068], [0.061, -0.061, -0.014], [0.014, 0.014, -0.142], [-0.094, 0.008, -0.070], [0.095, -0.040, -0.068], [0.052, 0.001, -0.006], [-0.088, 0.049, -0.044], [-0.062, 0.084, 0.032], [-0.087, 0.028, 0.085], [-0.025, 0.069, 0.020], [0.032, -0.082, 0.066], [-0.391, 0.225, -0.059], [0.182, -1.190, 0.628], [0.068, 0.186, -0.382], [0.049, -0.172, 0.065], [0.043, 1.016, -0.328], [-0.141, -0.061, -0.104], [-0.331, -0.039, -0.017], [0.183, -0.374, 0.090], [0.207, 0.244, 0.033], [-0.042, -0.047, 0.051], [-0.038, -0.103, -0.311], [-0.725, 0.823, 0.209], [0.238, -0.114, 0.213], [0.285, 0.518, 0.233], [0.148, -0.210, -0.052], [-0.019, -0.120, -0.052], [-0.099, 0.007, 0.015], [0.162, 0.109, -0.009], [-0.343, 0.004, -0.048], [0.051, -0.140, 0.061], [0.090, -0.060, -0.043], [0.067, 0.098, -0.093], [-0.021, 0.039, 0.051], [-0.011, -0.070, 0.125], [-0.038, -0.028, -0.013], [-0.039, -0.067, -0.001], [-0.128, 0.087, -0.012], [-0.043, 0.076, -0.040], [-0.082, 0.013, 0.000], [0.041, 0.099, 0.032], [0.088, -0.006, 0.006], [0.136, -0.021, -0.098]],
  "gap_ha": [0.190, 0.217],
  "s_squared": 8.8374,
  "spin_multiplicity": 6,
  "max_force_ev_per_a": 1.358,
  "de_lowest_kj_mol": 0.0,
  "charge": 1
}


Record 3
{
  "formula": "C2H5IO",
  "method": "the ωB97M-V functional and the def2-TZVPD basis",
  "species": ["C", "C", "O", "H", "H", "H", "H", "I", "H"],
  "coordinates": [[-2.183876, 0.539269, 0.165868], [-1.245969, -0.242448, -0.317514], [0.125479, -0.065473, -0.217858], [-3.230949, 0.448073, 0.207709], [-1.790291, 1.406327, 0.652979], [-1.403497, -1.038159, -1.026290], [0.538444, 0.627697, 0.430949], [5.060378, -0.188963, -0.182505], [4.130282, -1.486322, 0.286665]],
  "forces_ev_per_angstrom": [[1.206, 0.793, 0.747], [1.086, 0.184, -0.623], [0.895, 1.231, 1.222], [-0.930, -0.564, -0.543], [-0.017, 0.559, 0.607], [-0.164, -0.482, 0.244], [-2.057, -1.725, -1.654], [-0.612, -0.836, 0.312], [0.593, 0.840, -0.312]],
  "gap_ha": 0.355,
  "max_force_ev_per_a": 3.153,
  "de_lowest_kj_mol": 116.5,
  "smiles": "C=CO.I"
}


Record 4
{
  "formula": "C5H6O",
  "method": "the ωB97M-V functional and the def2-TZVPD basis",
  "species": ["C", "C", "C", "C", "C", "O", "H", "H", "H", "H", "H", "H"],
  "coordinates": [[-1.758649, 0.495582, -0.664724], [-0.934136, -0.681988, -0.131895], [0.502180, -0.533119, -0.347069], [1.663477, -0.243083, -0.162488], [2.677836, 0.191073, 0.787376], [2.340177, 0.851876, 1.745044], [-1.218536, 1.438621, -0.543195], [-1.991884, 0.373800, -1.725132], [-2.692758, 0.568859, -0.101110], [-1.322700, -1.644205, -0.475189], [-0.987769, -0.689106, 0.963840], [3.722758, -0.128313, 0.654545]],
  "forces_ev_per_angstrom": [[-0.065, 0.077, -0.061], [-0.033, -0.052, 0.022], [0.534, 0.145, 0.244], [-0.685, -0.070, 0.156], [0.004, 0.146, 0.260], [0.394, -0.153, -0.355], [-0.059, -0.162, 0.038], [0.031, 0.017, 0.118], [0.061, -0.034, -0.180], [0.072, 0.124, -0.076], [-0.182, -0.071, -0.077], [-0.071, 0.033, -0.089]],
  "gap_ha": 0.382,
  "max_force_ev_per_a": 0.706,
  "de_lowest_kj_mol": 219.7,
  "smiles": "CCC#CC=O"
}


Question: Number 2 is which compound?
Answer: C49H29IrN12